C23H41F5OOsP2Te | ωB97M-V with the def2-TZVPD basis set

Computed properties:
<S²>: 6.03
Energy relative to the best compared isomer or geometry (same formula, charge and spin) in kcal per mole: 0.0
Net charge: +2
E_tot in eV: -68472.08557
Gap between HOMO and LUMO (spin up / spin down) in eV: 8.1 / 3.9
2S+1: 5

```
74
Properties=species:S:1:pos:R:3:mulliken_spin:R:1
Os 0.03414 -0.48737 1.86434 1.687
C -0.86606 -2.19969 2.84050 -0.030
C 0.45433 -2.51449 2.35710 0.437
C 0.66321 -0.87097 3.99507 0.155
C -0.72650 -1.21234 3.87796 0.027
C 1.39751 -1.66334 3.04602 -0.103
C -2.14558 -2.83076 2.38781 0.009
H -2.03718 -3.24803 1.38463 -0.002
H -2.95562 -2.09171 2.38597 -0.001
H -2.42870 -3.64809 3.06580 0.000
C -1.82357 -0.65648 4.72340 -0.038
H -2.79393 -0.79365 4.23935 0.000
H -1.67037 0.41171 4.92383 0.003
H -1.83930 -1.16201 5.70052 0.004
C 1.25157 0.07651 4.98585 -0.057
H 1.56075 -0.46973 5.88885 0.012
H 0.52731 0.83655 5.28924 0.003
H 2.13019 0.57740 4.57293 0.001
C 2.88659 -1.67060 2.87424 0.015
H 3.34787 -2.31076 3.63982 -0.003
H 3.28725 -0.65596 2.98786 -0.003
H 3.16541 -2.05688 1.89045 0.000
C 0.79834 -3.60798 1.39344 -0.015
H 1.00760 -4.53806 1.94773 0.021
H 1.69390 -3.35171 0.81137 -0.004
H -0.03749 -3.79619 0.70700 0.000
C -1.66682 1.09212 -4.37140 0.001
C -1.76214 -0.24230 -4.48236 0.001
C -0.96900 -1.12381 -5.40229 0.000
C 0.45829 -0.65263 -5.75837 0.000
C 1.29186 -0.19030 -4.59389 0.000
C 1.34540 1.05858 -4.10409 0.002
C 0.60813 2.25109 -4.64236 0.000
C -0.79865 1.98067 -5.21866 -0.001
H -1.52264 -1.27806 -6.34208 0.000
H 0.41418 0.10075 -6.55562 0.000
H -0.90413 -2.12205 -4.94159 0.000
H -0.71624 1.60228 -6.24606 0.000
H -2.31024 1.63787 -3.66597 0.000
H -2.56665 -0.76628 -3.95251 0.000
H -1.30728 2.95523 -5.28301 0.000
H 0.52138 2.99172 -3.83409 0.000
H 2.07317 1.29774 -3.32107 0.000
H 1.20392 2.74473 -5.42544 0.000
H 0.97609 -1.52691 -6.18498 0.000
H 1.94977 -0.97183 -4.18430 0.000
P -1.23104 -0.04549 -0.14513 0.050
C -2.75355 0.88491 -0.01565 -0.001
C -1.39519 -1.42749 -1.27806 0.001
P 1.46959 0.56544 0.25518 0.028
C 0.07046 1.07142 -0.83490 -0.001
C 2.48960 -0.52407 -0.75604 0.008
C 2.39424 1.98915 0.81210 0.000
H -2.63126 1.60188 0.80751 0.009
H -3.57268 0.18935 0.20905 -0.001
H -2.93302 1.40604 -0.96405 -0.001
H -1.41924 -1.02256 -2.29554 0.011
H -2.34048 -1.94362 -1.06101 0.000
H -0.56065 -2.13644 -1.18886 0.001
H 2.54615 2.65849 -0.04709 0.000
H 3.36091 1.64427 1.20280 -0.001
H 1.84626 2.50913 1.60829 0.006
H -0.20641 2.11260 -0.60260 0.009
H 0.26842 0.92166 -1.91004 -0.004
H 3.47999 -0.59692 -0.28843 -0.001
H 2.57734 -0.10076 -1.76519 0.004
H 2.04452 -1.52653 -0.82276 -0.002
F -2.65040 3.98107 3.45698 0.160
Te -0.72098 3.57341 3.44627 0.376
F -0.52464 5.28772 4.20651 -0.003
F -0.55812 4.46207 1.68749 0.132
F 1.26601 3.50078 3.55205 0.134
F -0.85294 2.87654 5.32060 0.164
O -0.66297 1.18402 2.13959 0.798
```